Entry from OMol25: the molecule C14H29N (ωB97M-V/def2-TZVPD).

Output
E_HOMO: -7.83 eV
LUMO level: 0.9 eV
Structure (SMILES): CCN(CC)C/C=C(\C)CCCC(C)C
Energy above the lowest of the compared OMol25 structures with the same formula, charge and spin: 3.396 eV
Spin multiplicity: 1

Each line ends with the Mulliken charge.
CARTESIAN COORDINATES (ANGSTROEM)
C (0.229923, 4.995013, 2.528739)  -0.98
C (-0.778408, 4.018645, 1.998521)  -0.78
N (-0.282395, 3.072426, 0.898219)  0.35
C (-0.363440, 3.523115, -0.530783)  -0.64
C (-1.271169, 2.590828, -1.368311)  -0.92
C (0.757074, 2.134696, 1.143733)  -1.47
C (0.193341, 0.691206, 1.380227)  -0.47
C (1.060380, -0.445457, 1.400698)  0.59
C (2.585906, -0.153014, 1.468312)  -1.36
C (0.407355, -1.830768, 1.324644)  -0.98
C (0.034514, -2.179074, -0.279768)  -0.39
C (-0.419686, -3.647335, -0.386680)  -0.94
C (-0.648231, -4.180245, -1.844751)  0.79
C (-1.801845, -3.614538, -2.605921)  -1.61
C (0.556696, -4.127625, -2.747005)  -1.67
H (0.667590, 5.456009, 1.717077)  0.31
H (1.022284, 4.521430, 3.210716)  0.23
H (-0.136884, 5.826518, 3.204218)  0.37
H (-1.229696, 3.437906, 2.774698)  0.37
H (-1.706934, 4.525288, 1.654871)  0.45
H (-0.664176, 4.542714, -0.557163)  0.51
H (0.673658, 3.341398, -0.960665)  0.26
H (-1.425972, 2.996591, -2.416302)  0.38
H (-2.332139, 2.523978, -0.910647)  0.24
H (-0.907605, 1.535223, -1.478986)  0.10
H (1.494888, 2.228054, 0.407046)  0.55
H (1.226616, 2.302893, 2.107815)  0.43
H (-0.826416, 0.473930, 1.363158)  0.54
H (2.781683, 0.829836, 1.869330)  0.26
H (2.935725, -0.943287, 2.112908)  0.48
H (2.883907, -0.253956, 0.403537)  0.24
H (1.127127, -2.640124, 1.703085)  0.36
H (-0.403549, -1.901617, 1.993765)  0.52
H (0.989285, -1.987041, -0.826307)  0.27
H (-0.690085, -1.459798, -0.719665)  0.30
H (0.390222, -4.242962, -0.005165)  0.32
H (-1.340187, -3.963133, 0.117281)  0.34
H (-0.884248, -5.238375, -1.667957)  0.31
H (-2.120542, -4.167289, -3.567350)  0.36
H (-2.616611, -3.611401, -1.945960)  0.41
H (-1.599616, -2.624235, -2.969731)  0.36
H (0.665596, -3.123040, -3.235651)  0.32
H (1.425200, -4.394983, -2.234775)  0.41
H (0.340865, -4.838398, -3.523055)  0.49

Atomic forces in eV per Å
0.43 -0.24 3.34
-0.64 -0.99 -1.55
-1.44 2.39 -0.20
1.22 -2.79 0.83
-1.96 0.11 -0.41
-2.24 -1.60 2.88
5.03 -2.94 -1.21
-2.70 4.12 0.51
-2.37 -1.45 -1.20
2.45 -0.49 -2.34
0.30 0.27 2.14
-0.12 0.36 -1.93
0.56 -0.57 0.44
-0.46 -0.52 -1.71
-1.05 1.19 -0.83
1.38 1.10 -1.66
-0.90 0.34 -1.31
-0.28 -0.98 -0.85
0.20 -0.84 0.75
0.82 -0.02 -0.50
-0.21 0.84 -0.29
-0.98 0.95 0.29
0.32 -0.38 1.08
1.66 0.12 -0.59
-0.03 1.03 0.34
1.19 -0.39 -1.21
0.42 0.72 0.24
-1.74 0.24 -0.09
0.15 0.08 -0.01
0.97 -0.13 -0.02
0.71 0.06 0.78
-0.76 0.99 -0.77
-1.38 0.10 0.42
-0.63 -0.46 0.28
0.26 -0.35 0.68
0.32 -0.45 0.40
0.17 0.75 0.52
0.11 -0.03 -0.09
0.72 0.34 1.59
-1.65 0.30 0.64
0.06 0.76 0.11
0.07 -0.78 0.54
1.67 -0.41 0.64
0.34 -0.33 -0.65



Entry from OMol25: ILiNO3 as an isolated structure (ωB97M-V/def2-TZVPD).

Output
E_HOMO: -5.36 eV
Total charge: -1
LUMO level: 2.9 eV
Spin multiplicity: 1

Each line ends with the Mulliken charge.
CARTESIAN COORDINATES (ANGSTROEM)
Li (-1.577752, -5.821876, 25.097702)  0.74
N (-3.762083, -8.150723, 24.713104)  0.87
O (-3.739912, -8.268235, 23.460210)  -0.58
O (-3.799529, -9.177325, 25.435043)  -0.58
O (-3.768398, -7.001256, 25.260925)  -0.67
I (0.466924, -4.412254, 26.315141)  -0.78

Atomic forces in eV per Å
-0.36 -0.12 0.46
-0.19 -1.47 -0.25
0.13 0.56 1.11
0.03 1.17 -0.58
0.89 0.19 -0.36
-0.49 -0.33 -0.39



Entry from OMol25: C22H28N5O5Rb as an isolated structure (ωB97M-V/def2-TZVPD).

Output
E_HOMO: -7.81 eV
LUMO level: 0.1 eV
Energy above the lowest of the compared OMol25 structures with the same formula, charge and spin: 0.534 eV
Spin multiplicity: 1

Each line ends with the Mulliken charge.
CARTESIAN COORDINATES (ANGSTROEM)
Rb (0.995984, 1.309635, -0.390949)  0.76
C (3.840978, 2.008557, 1.850250)  -0.84
O (3.324236, 2.400372, 0.595927)  -0.01
C (3.808742, 3.633687, 0.110515)  -0.76
C (2.931079, 4.788291, 0.531094)  -0.47
O (1.651980, 4.579438, -0.033803)  -0.10
C (0.727044, 5.593769, 0.290205)  -0.54
C (-0.589680, 5.257249, -0.373106)  -0.70
O (-1.151480, 4.042061, 0.072030)  -0.14
C (-1.718921, 4.113402, 1.360371)  -0.60
H (4.935004, 2.030042, 1.845043)  0.34
H (3.518850, 0.983350, 2.022514)  0.17
H (3.471850, 2.649725, 2.659046)  0.32
H (3.809083, 3.564070, -0.979484)  0.28
H (4.843556, 3.795979, 0.432338)  0.41
H (3.363015, 5.731976, 0.170399)  0.35
H (2.855143, 4.851312, 1.625031)  0.30
H (1.076341, 6.568648, -0.076925)  0.36
H (0.618563, 5.673359, 1.380073)  0.35
H (-0.429253, 5.142192, -1.446060)  0.25
H (-1.296288, 6.084451, -0.223480)  0.44
H (-2.370833, 4.989333, 1.457918)  0.35
H (-0.958304, 4.153683, 2.148033)  0.25
H (-2.314023, 3.212955, 1.493290)  0.04
C (4.865489, -2.844907, -0.353353)  -0.95
N (3.440000, -2.701584, -0.126392)  0.17
C (2.664677, -3.758922, 0.256133)  0.04
C (1.351055, -3.620736, 0.479394)  -0.75
C (0.739730, -2.303458, 0.296332)  0.39
O (-0.475580, -2.130317, 0.485132)  -0.61
N (1.544735, -1.275943, -0.080575)  -0.24
C (2.868486, -1.431291, -0.274181)  0.30
O (3.617470, -0.493328, -0.582244)  -0.69
H (5.106881, -3.905826, -0.385024)  0.31
H (5.442663, -2.365095, 0.438179)  0.27
H (5.139624, -2.377921, -1.296730)  0.30
H (3.181464, -4.703948, 0.366496)  0.29
H (0.744243, -4.460432, 0.781912)  0.32
C (-3.604156, -0.623449, 1.149429)  -0.99
C (-2.639131, 0.368812, 1.118662)  -0.06
N (-1.985303, 0.723171, 0.015528)  -0.12
C (-2.276435, 0.058029, -1.096996)  -0.43
C (-3.202652, -0.977685, -1.178716)  0.25
C (-3.895760, -1.302494, -0.018233)  -0.02
C (-3.436023, -1.649584, -2.470520)  -0.68
C (-3.622221, -2.949876, -2.699404)  -0.49
C (-3.561374, -4.068645, -1.737648)  0.31
C (-2.670352, -4.115128, -0.669477)  -0.10
C (-2.725400, -5.243196, 0.128220)  -0.31
N (-3.561317, -6.256219, -0.100461)  -0.63
C (-4.345499, -6.117487, -1.162238)  -0.14
N (-4.392706, -5.086335, -1.995002)  -0.58
H (-4.112278, -0.857342, 2.074767)  0.39
H (-2.381036, 0.905269, 2.025991)  0.41
H (-1.728880, 0.341722, -1.992848)  0.41
H (-4.648539, -2.079883, -0.033019)  0.54
H (-3.473991, -0.991917, -3.333613)  0.42
H (-3.865889, -3.259138, -3.709408)  0.37
H (-1.956767, -3.328124, -0.450935)  0.58
H (-2.055957, -5.341352, 0.976119)  0.49
H (-5.031944, -6.932976, -1.365535)  0.41

Atomic forces in eV per Å
-0.30 0.56 -0.15
0.04 0.00 0.02
0.16 0.13 0.04
0.05 -0.08 0.03
-0.03 0.05 0.00
0.08 -0.01 -0.02
0.01 -0.01 0.00
-0.06 -0.01 0.01
0.07 0.03 -0.12
-0.03 -0.05 0.05
0.00 0.00 0.00
-0.02 0.01 -0.02
0.03 -0.01 0.01
-0.03 0.01 0.00
-0.03 0.05 0.04
-0.01 -0.01 0.00
0.00 -0.03 0.00
0.00 -0.01 -0.01
-0.02 -0.01 -0.01
0.03 -0.01 0.01
0.02 0.01 0.03
0.00 0.00 -0.01
0.00 0.01 -0.01
0.01 0.00 -0.01
-0.02 0.00 -0.01
0.04 -0.05 0.00
0.00 0.02 0.00
-0.02 -0.01 -0.02
-0.05 -0.13 0.07
0.00 0.01 -0.03
0.17 -0.53 0.11
-0.08 0.01 -0.02
-0.02 0.09 -0.02
0.02 0.00 0.01
0.00 0.01 0.00
0.00 -0.01 0.00
0.01 0.00 -0.01
-0.02 0.02 0.00
-0.02 0.00 0.00
0.05 0.00 0.03
-0.04 -0.03 -0.01
0.00 -0.07 0.01
0.00 0.01 0.00
0.02 0.03 0.02
0.00 -0.05 -0.02
-0.02 0.08 -0.02
0.05 0.00 0.00
-0.03 -0.03 0.01
0.08 0.00 -0.08
0.02 0.00 0.03
-0.10 0.00 0.06
0.03 0.01 0.00
0.00 -0.01 0.00
0.00 -0.02 0.00
-0.02 0.03 0.00
-0.01 0.00 -0.01
0.01 0.01 0.01
0.01 -0.02 0.01
-0.02 0.01 0.00
-0.03 -0.01 0.02
0.03 0.00 -0.03